Entry 1:
ORCA calculation (ωB97M-V with the def2-TZVPD basis set) on a structure of composition C22H22Br3ClN4O6P in a non-equilibrium geometry.

```
59
Properties=species:S:1:pos:R:3:mulliken_charge:R:1
C -4.5588 -1.6738 -3.7828 -0.117
C -3.6266 -2.0746 -3.1433 -1.169
C -2.5194 -2.3477 -2.1933 -0.689
C -1.9008 -0.9960 -1.6532 1.912
N -1.8657 -0.1853 -2.8912 -0.800
C -1.4466 0.9715 -2.8275 0.570
O -0.9012 1.9912 -2.8225 -0.410
C -2.9291 -0.2585 -0.6820 -0.610
P -4.1023 -1.3126 0.3581 0.244
O -4.6142 -0.2938 1.5675 -0.459
Cl -5.8449 -1.5984 -0.7198 -0.191
C -2.0087 0.3600 0.4146 -0.133
C -1.7231 1.7977 0.3258 -2.254
C -1.5473 2.9471 0.0324 0.508
N -0.8538 -0.6081 0.4281 -0.322
C 0.2185 -0.3742 1.4495 -0.742
C 1.2680 0.6897 1.1011 -0.150
C 1.3133 1.7942 2.1477 -0.068
O 0.3246 2.1606 2.7345 -0.576
N 2.5681 2.4131 2.4089 -0.245
C 2.8856 3.3911 1.3765 -0.144
C 1.9426 4.2781 0.8495 0.176
C 2.2610 5.1844 -0.1657 -0.944
C 3.5844 5.1946 -0.6280 -0.329
C 4.5519 4.3454 -0.0958 -0.620
C 4.2042 3.4303 0.9020 -0.242
C -0.5178 -1.1840 -0.9119 0.375
C -0.1509 -2.6823 -0.6888 -1.225
C 1.3121 -2.8877 -0.2138 -0.579
O 1.8157 -3.9543 -0.3945 -0.444
O 0.6151 -0.6458 -1.5440 -0.465
N 0.7745 -1.1530 -2.9002 0.391
O 1.8941 -1.2454 -3.1447 -0.338
H -5.3980 -1.4679 -4.4095 0.428
H -1.7423 -2.7991 -2.8206 0.555
H -2.8235 -3.0244 -1.3929 0.733
H -3.5764 0.4646 -1.1839 0.697
H -4.6726 0.6008 1.1936 0.359
H -2.3528 0.2459 1.4550 1.216
H -1.2564 3.9680 -0.0907 0.607
H -1.3322 -1.4252 0.8340 0.703
H -0.3058 -0.0056 2.3431 0.645
H 0.6731 -1.3105 1.7803 0.151
H 2.2622 0.2543 0.9806 0.528
H 0.9908 1.1583 0.1483 0.255
H 2.4323 2.9458 3.2651 0.387
H 0.9346 4.2408 1.2580 0.519
H 1.5321 5.8610 -0.5919 0.406
H 3.8531 5.8813 -1.4238 0.385
H 5.5779 4.3461 -0.4442 0.391
H 4.9174 2.7492 1.3532 0.445
H -0.8623 -3.1928 -0.0244 0.626
H -0.1842 -3.2331 -1.6313 0.383
H 1.9066 -2.0759 0.2403 0.652
C 1.8950 -5.9560 2.8125 -0.336
Br 2.3563 -6.8886 4.4282 -0.011
Br 0.2816 -6.6462 2.0157 -0.014
Br 1.7740 -4.0490 3.1074 -0.011
H 2.6967 -6.1153 2.1049 0.388
```

Results
2S+1	1
HOMO level	-11.858	eV
charge	+1
molecular weight	744.579	g/mol

Entry 2:
ORCA calculation (ωB97M-V with the def2-TZVPD basis set) on a cluster of 12 separate species, C18H60N16O12 in total in a non-equilibrium geometry.

```
106
Properties=species:S:1:pos:R:3:mulliken_charge:R:1
C 34.6957 -10.3115 -32.4346 0.634
O 34.3841 -11.0441 -31.4970 -0.662
N 35.2692 -10.6970 -33.5848 -0.398
N 34.4469 -9.0628 -32.5132 -0.373
H 35.4302 -11.6810 -33.7456 0.216
H 35.3013 -10.0388 -34.3503 0.155
H 33.6202 -8.7315 -32.0369 0.241
H 34.6993 -8.5296 -33.3330 0.186
C 37.4411 -17.4737 -23.9973 0.702
O 37.2869 -17.5668 -22.8054 -0.678
N 36.4128 -17.5572 -24.7866 -0.387
N 38.5592 -17.1225 -24.5122 -0.392
H 35.4818 -17.6602 -24.4089 0.211
H 36.5870 -17.3884 -25.7670 0.154
H 39.2825 -16.8418 -23.8656 0.221
H 38.7171 -17.0136 -25.5038 0.171
C 38.0337 -10.2962 -25.6582 0.576
O 38.7028 -9.8902 -24.7662 -0.633
N 37.6801 -9.6930 -26.7494 -0.434
N 37.4736 -11.4207 -25.6114 -0.420
H 36.8644 -9.9414 -27.2909 0.223
H 38.0334 -8.7470 -26.7334 0.239
H 37.7738 -11.9811 -24.8266 0.234
H 37.2408 -11.9955 -26.4085 0.216
C 30.6245 -16.2664 -22.0053 0.622
O 30.9463 -17.4287 -21.8151 -0.634
N 31.5074 -15.2598 -22.2062 -0.420
N 29.4086 -15.7939 -21.9265 -0.449
H 31.0302 -14.4314 -22.5319 0.195
H 32.4894 -15.4753 -22.3032 0.223
H 29.3248 -14.8325 -21.6285 0.214
H 28.7261 -16.4661 -21.6066 0.250
C 36.8644 -23.1439 -27.4754 0.629
O 37.6046 -23.5958 -28.3438 -0.661
N 37.0127 -23.3887 -26.2168 -0.395
N 35.7766 -22.4254 -27.6180 -0.433
H 36.2512 -23.1985 -25.5812 0.186
H 37.7825 -23.9771 -25.9317 0.218
H 35.6015 -21.8796 -26.7864 0.215
H 35.5643 -22.1870 -28.5763 0.241
C 32.2240 -7.0542 -25.4834 0.649
O 31.1891 -6.4353 -25.5986 -0.642
N 33.2085 -6.6652 -24.7047 -0.434
N 32.5305 -8.0928 -26.2026 -0.350
H 33.1655 -5.7464 -24.2875 0.245
H 34.1038 -6.9675 -25.0614 0.185
H 33.3896 -8.6066 -26.0680 0.141
H 31.9860 -8.4811 -26.9594 0.204
C 36.5117 -17.9641 -31.8285 0.653
O 36.9087 -17.4231 -30.8082 -0.672
N 35.3728 -17.7132 -32.3821 -0.366
N 37.2378 -18.7940 -32.5396 -0.422
H 34.8211 -16.9248 -32.0753 0.228
H 35.2036 -18.1750 -33.2643 0.162
H 38.0805 -19.0211 -32.0312 0.229
H 37.0564 -19.0241 -33.5061 0.188
C 27.2828 -10.2520 -30.1641 0.663
O 28.2538 -9.8233 -30.8083 -0.685
N 26.8912 -9.7283 -29.0367 -0.388
N 26.4770 -11.1514 -30.5658 -0.338
H 26.0025 -9.9776 -28.6266 0.173
H 27.3316 -8.8669 -28.7467 0.229
H 26.5254 -11.6879 -31.4201 0.197
H 25.7168 -11.4852 -29.9906 0.150
C 29.5304 -22.9124 -31.2044 -1.057
C 30.5551 -22.5607 -32.3047 -0.167
O 29.7937 -22.3507 -33.4442 -0.505
H 29.9028 -22.8751 -30.1807 0.338
H 29.1688 -23.9379 -31.2803 0.286
H 28.6231 -22.3151 -31.2945 0.287
H 31.3551 -23.2966 -32.3851 0.277
H 31.1416 -21.6716 -32.0729 0.247
H 30.4149 -22.3024 -34.1746 0.293
C 30.3418 -17.3196 -28.0882 -1.044
C 30.8353 -15.8356 -28.2244 -0.103
O 30.8232 -15.4493 -29.6022 -0.544
H 29.4090 -17.5889 -28.5836 0.305
H 30.2093 -17.5749 -27.0368 0.312
H 30.9738 -18.1156 -28.4821 0.295
H 31.8897 -15.6977 -27.9850 0.246
H 30.2450 -15.1589 -27.6065 0.230
H 31.3337 -14.6490 -29.7453 0.302
C 24.3798 -22.9087 -25.1566 -1.143
C 23.9542 -21.4535 -24.9830 0.340
C 23.5542 -20.7228 -26.2975 -1.207
O 22.8407 -21.3455 -24.0799 -0.539
H 25.1184 -23.0213 -25.9502 0.333
H 23.4977 -23.4904 -25.4243 0.295
H 24.7550 -23.3105 -24.2154 0.295
H 24.8752 -20.9239 -24.7391 0.282
H 24.3193 -20.8755 -27.0586 0.340
H 23.5264 -19.6485 -26.1152 0.299
H 22.6716 -21.1264 -26.7938 0.363
H 22.0607 -21.7194 -24.4964 0.342
C 24.6448 -18.3906 -34.5851 -1.133
C 25.1513 -17.0224 -34.1457 0.569
C 26.5376 -16.5559 -34.6027 -1.263
O 24.2644 -16.0055 -34.5586 -0.537
H 23.5990 -18.4383 -34.2814 0.318
H 25.1726 -19.1729 -34.0396 0.318
H 24.7007 -18.6968 -35.6297 0.290
H 25.2287 -17.0399 -33.0586 0.151
H 26.7794 -15.5669 -34.2136 0.292
H 26.4921 -16.5853 -35.6914 0.328
H 27.2847 -17.3066 -34.3453 0.360
H 23.3854 -16.2470 -34.2575 0.309
```

Results
2S+1	1
HOMO level	-9.630	eV
charge	0
energy above the lowest of the compared OMol25 structures with the same formula, charge and spin	8.245	eV
molecular weight	692.778	g/mol

Entry 3:
ORCA calculation (ωB97M-V with the def2-TZVPD basis set) on the ion C7H12N2 with charge +2 in a non-equilibrium geometry.

```
21
Properties=species:S:1:pos:R:3:mulliken_spin:R:1
C 0.8736 -1.9828 -0.0391 0.096
C 1.6819 -0.9174 0.0046 0.378
C -0.5523 -0.2743 -0.0144 0.433
C -2.9807 -0.1168 0.1502 0.518
C -1.7555 0.4517 -0.0155 0.152
C 0.8726 1.0702 1.3561 0.043
C 1.0935 0.9210 -1.3358 0.049
N -0.4135 -1.5928 -0.0099 0.329
N 0.8433 0.3008 0.0954 -0.027
H 1.2796 -3.0308 -0.0628 0.003
H 2.8030 -0.7186 0.0453 -0.006
H -3.7968 0.4705 0.2124 0.032
H -3.3454 -1.0911 0.1131 0.037
H -1.8751 1.5446 -0.2069 0.009
H 0.3881 2.0252 1.1457 -0.004
H 0.5576 0.3384 2.0489 -0.007
H 1.9318 1.4901 1.5715 -0.001
H 0.8249 1.8756 -1.2427 -0.006
H 2.1392 0.9889 -1.4684 -0.004
H 0.6267 0.4262 -2.1882 -0.003
H -1.1964 -2.1786 -0.1595 -0.020
```

Results
2S+1	3
HOMO level (spin up / spin down)	-16.360 / -19.459	eV
charge	+2
energy above the lowest of the compared OMol25 structures with the same formula, charge and spin	0.000	eV
molecular weight	124.187	g/mol

Entry 4:
ORCA calculation (ωB97M-V with the def2-TZVPD basis set) on an isolated molecule of C7H12O in a non-equilibrium geometry.

```
20
Properties=species:S:1:pos:R:3:mulliken_charge:R:1
C 2.5530 0.5009 0.1902 -0.654
C -0.4006 1.6561 -0.3235 -1.373
C -1.2581 -1.9441 -0.9387 -1.233
C -0.0056 0.2406 -0.0641 0.897
C -1.2323 -0.8081 0.0458 0.493
C 1.1385 -0.3183 0.2618 -0.499
C -2.2210 -0.6062 0.9225 -0.974
O 2.4636 1.9033 0.2657 -0.537
H 2.0273 2.1193 1.1039 0.308
H 3.1588 0.1400 1.0272 0.337
H 3.0707 0.2355 -0.7340 0.332
H 1.3159 -1.3807 0.3865 0.295
H 0.3584 2.2044 -0.8878 0.417
H -0.6030 2.1723 0.6198 0.324
H -1.3102 1.7181 -0.9304 0.359
H -1.0867 -1.5800 -1.9576 0.285
H -0.4938 -2.6918 -0.7043 0.273
H -2.2280 -2.4573 -0.9470 0.389
H -2.1733 0.1767 1.6746 0.268
H -3.0735 -1.2806 0.9895 0.294
```

Results
2S+1	1
HOMO level	-9.037	eV
charge	0
energy above the lowest of the compared OMol25 structures with the same formula, charge and spin	1.669	eV
molecular weight	112.172	g/mol

Entry 5:
ORCA calculation (ωB97M-V with the def2-TZVPD basis set) on a structure of composition C9H22AlN3O4 in a non-equilibrium geometry.

```
39
Properties=species:S:1:pos:R:3:mulliken_charge:R:1
Al 11.2151 -2.2166 -2.4954 0.979
O 13.6887 -2.7217 -3.4142 -0.698
H 14.4154 -3.2722 -3.7179 0.174
C 11.7467 -4.7092 -8.2208 0.165
O 10.6808 -4.4782 -7.7116 -0.396
N 12.9594 -4.6285 -7.5526 0.183
C 14.1830 -5.0378 -8.1825 -0.758
C 12.9906 -4.1918 -6.1932 -0.741
H 11.8653 -5.0675 -9.2537 0.338
H 14.8754 -4.1911 -8.0867 0.295
H 14.0866 -5.1994 -9.2557 0.330
H 14.6416 -5.9422 -7.7699 0.328
H 13.8213 -3.4934 -6.0259 0.179
H 12.1252 -3.5370 -6.0417 0.326
H 12.9705 -4.9888 -5.4488 0.314
C 15.1805 -1.5660 1.4553 0.189
O 15.5723 -1.3964 2.5871 -0.400
N 15.8772 -2.1793 0.4770 0.195
C 15.2922 -2.5068 -0.7956 -0.802
C 17.2829 -2.4784 0.6484 -0.820
H 14.2059 -1.1478 1.1383 0.291
H 15.4806 -1.7317 -1.5572 0.387
H 14.2070 -2.5323 -0.7166 0.212
H 15.7315 -3.4205 -1.1908 0.330
H 17.8513 -2.0653 -0.1854 0.333
H 17.6339 -2.1688 1.6260 0.339
H 17.4156 -3.5645 0.5844 0.352
C 16.7270 -4.9882 -4.9571 0.031
O 17.1140 -6.0039 -5.4422 -0.415
N 17.0394 -3.7192 -5.3926 0.221
C 18.0411 -3.5973 -6.4254 -1.010
C 16.8292 -2.5663 -4.5922 -0.298
H 16.0555 -4.9550 -4.0750 0.386
H 19.0444 -3.5295 -5.9823 0.404
H 17.9124 -2.6846 -7.0101 0.351
H 18.0619 -4.4459 -7.1037 0.339
H 16.6687 -1.6895 -5.2244 0.286
H 15.9421 -2.6821 -3.9710 -0.329
H 17.6972 -2.3060 -3.9734 0.409
```

Results
2S+1	1
HOMO level	-14.888	eV
charge	+2
energy above the lowest of the compared OMol25 structures with the same formula, charge and spin	1.171	eV
molecular weight	263.274	g/mol

Entry 6:
ORCA calculation (ωB97M-V with the def2-TZVPD basis set) on the ion C3H9N2O with charge -1 in a non-equilibrium geometry.

```
15
Properties=species:S:1:pos:R:3:mulliken_charge:R:1
C 0.5094 -0.4237 0.8908 -0.657
N 0.9273 -1.1836 -0.3795 -0.495
C -0.1452 -1.0548 -1.4530 -0.447
O -1.2459 -0.2542 -1.2391 -0.827
C 0.1453 1.0886 0.9653 -0.511
N -1.0581 1.5344 0.3428 -0.839
H 1.2562 -0.5709 1.6771 0.351
H -0.3906 -0.9828 1.3357 0.282
H 1.6317 -0.4980 -0.8296 0.295
H -0.2501 -2.1007 -1.7509 0.291
H 0.4958 -0.6566 -2.3255 0.186
H 1.0386 1.5708 0.6549 0.347
H 0.0263 1.2133 2.0631 0.294
H -1.8841 1.1266 0.7098 0.276
H -1.0566 1.1916 -0.6619 0.454
```

Results
2S+1	1
HOMO level	-2.785	eV
charge	-1
energy above the lowest of the compared OMol25 structures with the same formula, charge and spin	1.860	eV
molecular weight	89.118	g/mol